No. 1
Molecular formula: C4H6NO2
Method: DFT, wB97M-V/def2-TZVPD

Structure (ORCA input):
```
! RIJCOSX wB97M-V def2-TZVPD def2/J DEFGRID3
* xyz -1 1
C 1.51002 1.34465 0.12330
C -2.42285 0.33181 0.03845
C 1.10252 -1.11149 -0.49985
C 1.00441 0.09082 0.53723
N 1.95720 2.36066 -0.16242
O -2.15172 0.25587 1.24222
O -2.06895 -0.31195 -1.00193
H 1.98318 -1.11235 -1.13773
H 1.02648 -2.12885 0.04437
H 0.13690 -0.96707 -1.10880
H -0.12687 0.13113 0.62537
H 1.31308 -0.06526 1.47947
H -3.26340 1.18205 -0.17966
*
```

Output
* ΔE to the lowest compared entry with this formula, charge and spin: 12.0 kcal/mol
* largest force on an atom: 4.98 eV/A
* E_LUMO: 4.0 eV
* Kohn-Sham gap: 8.37 eV

***

No. 2
Molecular formula: C30H52BrN3OP2Pd
Method: DFT, wB97M-V/def2-TZVPD

Structure (ORCA input):
```
! RIJCOSX wB97M-V def2-TZVPD def2/J DEFGRID3
* xyz 2 3
N -6.08401 4.31030 -5.50013
C -5.98152 4.61569 -4.20461
C -5.24518 3.81856 -3.32140
C -4.52987 2.69398 -3.81583
C -4.71747 2.37522 -5.19075
C -5.50731 3.21402 -5.99052
C -3.51748 2.06310 -2.98218
Pd -1.51215 0.74954 -1.68834
P 4.59538 -1.00659 -0.95218
C -2.24851 1.62283 -3.47652
C -1.01883 2.25929 -3.01183
C 0.31439 2.11491 -3.54956
C 1.40154 2.45372 -2.75931
C 1.18290 2.97552 -1.44896
C -0.10857 3.02320 -0.88316
C -1.21677 2.93866 -1.75145
Br 2.57274 3.35261 -0.32774
H -3.75103 1.89915 -1.90405
H -2.17743 1.11332 -4.44487
H -5.12020 4.12825 -2.28504
H -4.22670 1.52692 -5.66341
H -6.47854 5.52333 -3.84241
H -5.65783 3.01057 -7.06230
H 0.44186 1.70394 -4.55147
H -2.13458 3.52458 -1.62912
H 2.43886 2.34054 -3.10097
H -0.28778 3.21823 0.17492
P -1.48110 -1.71121 -1.53043
C 4.93260 0.77800 -0.70461
C 6.18426 1.26476 -1.45384
H 4.98507 1.00775 0.37349
H 4.01739 1.25170 -1.09282
H 6.26524 2.35638 -1.33731
H 7.11770 0.82162 -1.07694
H 6.08242 1.03475 -2.52101
C 3.88523 -1.01793 -2.65414
C 4.70921 -1.97721 -3.53638
H 3.89940 -0.00341 -3.08684
H 2.83475 -1.34111 -2.59599
H 4.32731 -2.01439 -4.56378
H 5.76674 -1.67998 -3.58691
H 4.66577 -2.99582 -3.12563
C 3.41541 -1.40463 0.37250
C 4.19437 -1.86058 1.61082
H 2.81013 -2.23728 -0.00441
H 2.72880 -0.58006 0.59736
H 3.61774 -2.56793 2.20590
H 5.12404 -2.35364 1.31500
H 4.45776 -1.02304 2.26389
C -0.88633 -2.67006 -0.04690
C -1.45634 -4.06899 0.27446
H -1.02638 -1.96586 0.79263
H 0.20988 -2.80082 -0.15427
H -2.48863 -4.06444 0.64589
H -1.40596 -4.76900 -0.57727
H -0.85398 -4.55481 1.06907
C -0.04469 -2.05900 -2.65304
C -0.33205 -2.08774 -4.14742
H 0.37178 -3.03136 -2.34271
H 0.68414 -1.26968 -2.40958
H -1.16987 -2.74537 -4.40028
H -0.52971 -1.09199 -4.55873
H 0.54200 -2.47742 -4.68066
C -2.86141 -2.71137 -2.24895
C -4.22469 -2.63757 -1.54733
H -2.53251 -3.76007 -2.22322
H -2.97308 -2.40855 -3.29811
H -4.99219 -3.09852 -2.20408
H -4.22886 -3.20640 -0.60798
H -4.54960 -1.60148 -1.35296
C 1.17172 2.18631 2.72428
N 0.60566 1.14465 3.55868
C 0.78277 1.31655 4.99391
C -0.42019 0.41725 2.96881
O -0.83468 0.70855 1.83113
N -0.94749 -0.65031 3.67271
C -0.27353 -1.33233 4.76228
C -2.01468 -1.39168 3.04165
H 2.05378 2.59780 3.23600
H 0.43616 2.99136 2.54092
H 1.46852 1.76548 1.75459
H -0.16854 1.19003 5.54007
H 1.53996 0.61368 5.38858
H 1.16170 2.33478 5.15960
H -0.58149 -0.92291 5.74046
H -0.57434 -2.38887 4.72458
H 0.82538 -1.27650 4.66502
H -2.42535 -0.78887 2.22950
H -1.63681 -2.34548 2.64188
H -2.78999 -1.61955 3.78451
*
```

Output
* ΔE to the lowest compared entry with this formula, charge and spin: 23.8 kcal/mol
* expectation value of S²: 2.05
* largest force on an atom: 2.89 eV/A
* E_LUMO (spin up / spin down): -6.2 / -8.9 eV
* Kohn-Sham gap (spin up / spin down): 6.45 / 4.26 eV

***

No. 3
Molecular formula: C4H12NO2S
Method: DFT, wB97M-V/def2-TZVPD

Structure (ORCA input):
```
! RIJCOSX wB97M-V def2-TZVPD def2/J DEFGRID3
* xyz -1 1
C -2.40206 1.16831 1.86096
N -1.20388 1.71479 1.20757
C -0.43533 0.61340 0.58954
C -0.18006 0.98947 -0.89072
S 0.79197 -0.22405 -1.84686
C 0.91912 0.45473 1.23867
O 1.45042 -0.88484 1.18926
H -2.11566 0.56740 2.72940
H -2.95628 1.94579 2.39356
H -3.02029 0.60446 1.17195
H -1.64282 2.20403 0.43224
H -0.98761 -0.32643 0.51821
H 0.26415 1.98248 -0.99093
H -1.18618 1.01546 -1.33306
H 1.46906 -1.12651 0.24598
H 1.67189 1.13984 0.84826
H 0.95671 0.56859 2.32814
H 2.28746 -4.40841 -4.25758
H 3.10263 -3.60186 -3.45053
O 3.21677 -4.39667 -3.98407
*
```

Output
* ΔE to the lowest compared entry with this formula, charge and spin: 16.5 kcal/mol
* largest force on an atom: 2.58 eV/A
* E_LUMO: 3.5 eV
* Kohn-Sham gap: 6.39 eV

***

No. 4
Molecular formula: C42H57AlBrN8O2SSi
Method: DFT, wB97M-V/def2-TZVPD

Structure (ORCA input):
```
! RIJCOSX wB97M-V def2-TZVPD def2/J DEFGRID3
* xyz 1 1
Al 0.04960 0.70603 0.06602
C -1.02630 3.90004 2.09385
O -1.28239 2.53863 1.73565
C -1.97799 1.79877 2.64285
C -2.61511 2.29025 3.76437
C -3.29146 1.40433 4.60182
Br -4.15583 2.08636 6.13075
C -3.33350 0.05498 4.33740
C -2.68585 -0.44592 3.20502
C -2.00949 0.43241 2.35144
O -1.36491 -0.01440 1.24553
C -2.63310 -1.86891 2.87926
N -2.01045 -2.28522 1.79699
C -2.08157 -3.66815 1.78275
C -1.56589 -4.59431 0.88015
C -1.79852 -5.92595 1.15093
C -2.52374 -6.32854 2.28531
C -3.03616 -5.41599 3.18590
C -2.79653 -4.07512 2.90817
N -3.13743 -2.90511 3.58380
H -0.54268 3.94804 3.07266
H -1.95591 4.47039 2.10156
H -0.36186 4.28703 1.33286
H -2.60283 3.34433 4.00087
H -3.86097 -0.60431 5.01351
H -1.54149 -1.15961 1.19721
H -1.00529 -4.27056 0.01236
H -1.41378 -6.68211 0.47937
H -2.68090 -7.38451 2.46051
H -3.58781 -5.73262 4.06090
H -3.62400 -2.84129 4.45943
S 0.02534 -1.29664 -1.12710
C 1.08816 -2.20929 -0.08557
N 1.56243 -3.38195 -0.34365
N 1.25742 -3.89243 -1.50413
C 1.70570 -5.17038 -1.87779
C 1.40937 -5.61366 -3.16212
C 1.82269 -6.87434 -3.56176
C 2.52825 -7.68937 -2.68802
C 2.81622 -7.23418 -1.40905
C 2.40811 -5.97663 -0.99036
N 1.47684 -1.76578 1.16517
N 1.13999 -0.60652 1.48228
C 1.50950 -0.22605 2.81116
C 2.23563 -1.05583 3.66046
C 2.53330 -0.60852 4.93611
C 2.11447 0.64570 5.36802
C 1.39528 1.46640 4.51270
C 1.09579 1.02953 3.23029
H 0.75062 -3.33076 -2.17527
H 0.86179 -4.97579 -3.84703
H 1.59329 -7.21798 -4.56218
H 2.85408 -8.67193 -3.00197
H 3.36668 -7.86452 -0.72228
H 2.63008 -5.61935 0.00406
H 2.55706 -2.02871 3.32305
H 3.10003 -1.24668 5.60177
H 2.35696 0.98176 6.36766
H 1.07859 2.45003 4.83592
H 0.56452 1.67441 2.54262
C -4.98412 2.72818 -3.20080
C -4.37638 1.33041 -3.25487
N -2.94418 1.29192 -2.92769
C -2.00415 1.31886 -4.05460
C -1.69081 2.72662 -4.53825
C -2.51703 1.26069 -1.65745
C -3.54925 1.12709 -0.57916
N -1.24961 1.33747 -1.32907
H -6.06990 2.66191 -3.12282
H -4.74952 3.30766 -4.09193
H -4.61769 3.28450 -2.33700
H -4.47037 0.91364 -4.25617
H -4.91192 0.64706 -2.59705
H -2.44725 0.72358 -4.85289
H -1.09401 0.78410 -3.77356
H -2.58597 3.22117 -4.91263
H -0.95980 2.69418 -5.34711
H -1.27611 3.33420 -3.73318
H -4.45789 1.67678 -0.81197
H -3.14860 1.51167 0.34427
H -3.80870 0.07381 -0.44481
H -0.65857 1.52802 -2.13033
C 2.56948 3.17023 1.16327
Si 2.01308 2.25069 -0.39708
C 1.58769 3.64590 -1.66121
C 2.63875 4.76733 -1.64286
C 1.52857 3.08648 -3.08828
C 0.25342 4.32709 -1.31382
C 3.57869 1.27557 -0.96218
C 4.65883 2.24738 -1.46352
C 3.33122 0.25008 -2.07139
C 4.17379 0.54066 0.24985
H 3.53769 3.64833 0.98620
H 2.68507 2.51513 2.02754
H 1.87287 3.96554 1.43978
H 3.62777 4.43472 -1.96196
H 2.73924 5.21547 -0.65204
H 2.32674 5.56452 -2.32770
H 2.51735 2.78815 -3.44218
H 1.14951 3.84653 -3.78054
H 0.88664 2.20140 -3.18737
H 0.35465 4.92218 -0.40286
H -0.58513 3.64459 -1.17770
H -0.01588 5.03538 -2.10712
H 4.40202 2.69527 -2.42585
H 5.59264 1.69241 -1.60820
H 4.86908 3.05271 -0.75487
H 2.97255 0.71637 -2.99247
H 2.60754 -0.50761 -1.78344
H 4.27085 -0.26051 -2.31033
H 4.50434 1.23389 1.02723
H 5.05151 -0.02813 -0.07541
H 3.48720 -0.17081 0.70341
*
```

Output
* ΔE to the lowest compared entry with this formula, charge and spin: 0.0 kcal/mol
* largest force on an atom: 0.58 eV/A
* E_LUMO: -2.9 eV
* Kohn-Sham gap: 6.55 eV

***

Q: largest force on an atom of number 3 (C4H12NO2S)?
A: 2.58 eV/A

***

Q: The highest largest force on an atom belongs to which entry?
A: C4H6NO2

***

Please write out number 1 again, unchanged.
Molecular formula: C4H6NO2
Method: DFT, wB97M-V/def2-TZVPD

Structure (ORCA input):
```
! RIJCOSX wB97M-V def2-TZVPD def2/J DEFGRID3
* xyz -1 1
C 1.51002 1.34465 0.12330
C -2.42285 0.33181 0.03845
C 1.10252 -1.11149 -0.49985
C 1.00441 0.09082 0.53723
N 1.95720 2.36066 -0.16242
O -2.15172 0.25587 1.24222
O -2.06895 -0.31195 -1.00193
H 1.98318 -1.11235 -1.13773
H 1.02648 -2.12885 0.04437
H 0.13690 -0.96707 -1.10880
H -0.12687 0.13113 0.62537
H 1.31308 -0.06526 1.47947
H -3.26340 1.18205 -0.17966
*
```

Output
* ΔE to the lowest compared entry with this formula, charge and spin: 12.0 kcal/mol
* largest force on an atom: 4.98 eV/A
* E_LUMO: 4.0 eV
* Kohn-Sham gap: 8.37 eV